# C10H21N2O4

2 unconnected molecules or ions with the total composition C10H21N2O4 (ωB97M-V/def2-TZVPD, OMol25).

ORCA input file:
```
! RIJCOSX wB97M-V def2-TZVPD def2/J DEFGRID3
* xyz -1 1
O -0.93597 -0.31955 0.26607
H 0.98766 -3.57080 -4.46108
H 0.78076 -1.28213 -1.83179
C -2.36493 1.99908 1.84787
C -0.66079 3.75890 2.49274
H -2.58940 -1.34549 -0.27440
C 1.93244 -2.62059 -0.84452
C -1.60928 4.86390 3.16638
H -2.57446 1.68652 2.86495
H 0.13709 5.31879 1.45015
H 1.32885 0.68548 -0.67103
O 0.53186 -3.79350 -2.44744
C 1.48079 -0.29142 -0.20678
H 0.78716 3.88367 1.05010
H -1.17837 -2.37492 0.05142
O -0.97678 5.82288 3.64883
N 0.47573 4.44485 1.83809
C 1.86557 -3.60231 -1.99349
H -0.72995 -3.60656 -4.01362
H -1.28549 -1.44201 -1.46129
H 1.25241 -2.98068 -0.05945
C 0.25326 -3.24521 -3.71638
H -0.25334 3.17607 3.32909
H -1.14696 2.97918 0.48879
O -2.82633 4.65360 3.13768
H -2.98548 1.57843 1.06397
H 2.94765 -2.63775 -0.43373
H 0.45770 0.28060 1.56286
N 1.63121 -1.26858 -1.28356
C 0.35602 -0.49512 0.79945
C -1.50743 -1.42637 -0.38738
H 2.50570 -3.27010 -2.81753
H 0.42740 -1.46347 1.31429
C -1.40822 2.86616 1.54345
H 2.42816 -0.23818 0.34055
H 2.23232 -4.57331 -1.64813
H 0.23344 -2.15006 -3.70511
*
```

Computed properties:
Relative energy (zero: lowest compared OMol25 entry of this formula, charge and spin) ... 20.2 kcal/mol
Kohn-Sham gap ... 6.25 eV
Electronic energy ... -21879.796 eV
Lowest unoccupied orbital energy ... 2.405 eV


# C10H21N3

A single C10H21N3 molecule (ωB97M-V/def2-TZVPD, OMol25).

ORCA input file:
```
! RIJCOSX wB97M-V def2-TZVPD def2/J DEFGRID3
* xyz 0 1
H 2.01162 -1.06289 2.89919
H 0.72536 -0.47082 -3.70771
N 0.44650 0.21731 1.18460
H 1.06471 1.14732 3.47774
C -1.41188 -0.83728 2.34213
H -1.99971 0.13121 2.23959
C 1.19606 -1.64082 2.51954
C 1.91290 0.31424 -1.44811
N -0.94363 -1.06864 -0.93023
C 0.33352 2.09513 -0.99730
C -1.89787 0.53605 -2.50828
H 1.35829 -1.96007 1.51427
C 0.18573 0.50200 3.52034
H 0.13410 -0.02852 4.55227
H 2.39662 0.44260 -0.56534
H -0.61523 -1.48177 -4.04519
H -1.78264 -1.23982 3.24806
C 0.01186 -1.12519 -3.20232
C 0.07782 -0.50017 2.37275
H 0.88467 -2.48430 3.00026
H -2.71928 -0.15423 -2.46965
C -0.63192 -0.25106 -2.11428
H 2.08615 -0.67091 -1.95579
H 0.41309 2.28217 0.15384
H 0.48397 -1.96884 -2.66959
H -1.64934 -1.66589 1.69019
H 2.30036 0.91698 -2.29019
N -0.07068 -0.29942 -0.03638
C 0.41924 0.50510 -1.21815
H -1.96286 1.37293 -1.90605
H -0.62047 2.57967 -1.34648
H 1.18886 2.66769 -1.54882
H -1.70933 0.89215 -3.57295
H -0.76840 1.20724 3.51639
*
```

Computed properties:
Relative energy (zero: lowest compared OMol25 entry of this formula, charge and spin) ... 88.9 kcal/mol
Kohn-Sham gap (alpha / beta) ... 8.66 / 8.66 eV
Electronic energy ... -15175.015 eV
Lowest unoccupied orbital energy (alpha / beta) ... 0.415 / 0.471 eV


# C10H21N3O4

A single C10H21N3O4 molecule (ωB97M-V/def2-TZVPD, OMol25).

ORCA input file:
```
! RIJCOSX wB97M-V def2-TZVPD def2/J DEFGRID3
* xyz 0 1
C 0.76261 -1.53334 1.02568
H -1.56358 -2.49781 1.26061
C 3.68760 0.42831 -0.40610
H -2.50742 -2.08072 -2.43746
C -1.61913 -1.63411 0.59850
H 1.68088 -2.82031 -1.03283
H -1.82908 3.90990 0.91625
O -3.51740 -2.59695 -0.67317
H 1.99530 0.62566 1.02119
H 3.10938 -2.25907 -1.22344
H -0.99165 0.56994 -0.92871
H 4.43740 0.51538 0.34208
H 3.75086 1.39612 -0.93455
N -1.69236 3.84106 -0.09946
O 1.33242 0.46329 -0.91629
C -1.48620 1.33851 -0.18918
H -1.95096 -0.80250 2.43581
H -3.17078 -0.28071 1.33999
H -0.03138 -1.42771 -0.87834
C -0.90883 2.67541 -0.50145
H -0.67716 2.67926 -1.58265
N 2.17993 -1.93452 -0.93288
C -1.39229 0.81993 1.27929
H 4.04827 -0.19110 -1.23090
C 2.08925 -1.33287 0.39392
H 0.07150 2.59792 0.00348
H -1.27898 4.72979 -0.41116
O 0.59804 -1.59263 2.22284
H -2.56233 1.38614 -0.51902
H -0.37245 0.69877 1.56267
C -2.10507 -0.45687 1.44809
H -1.89620 1.55523 1.95194
H 1.54494 -0.14364 -1.62530
H 2.81459 -1.69971 1.07216
N -0.30101 -1.63726 0.11169
C 2.24125 0.17460 0.04992
C -2.51924 -1.95342 -0.67308
O -1.97072 -1.52997 -1.84016
*
```

Computed properties:
Relative energy (zero: lowest compared OMol25 entry of this formula, charge and spin) ... 36.3 kcal/mol
Kohn-Sham gap ... 9.33 eV
SMILES ... C[C@@H](O)[C@H](N)C(=O)N[C@@H](CCCCN)C(=O)O
Electronic energy ... -23370.583 eV
Lowest unoccupied orbital energy ... 0.473 eV


# C10H21N5

A molecular structure, C10H21N5 (ωB97M-V/def2-TZVPD, OMol25).

ORCA input file:
```
! RIJCOSX wB97M-V def2-TZVPD def2/J DEFGRID3
* xyz 0 1
C 0.04114 0.53241 -1.53493
H 0.20949 -0.47167 -1.02055
H -1.70324 -0.47996 -2.16789
H -1.81471 1.12307 -0.40212
C -1.21821 0.95811 -3.61230
C -0.86183 1.51662 -0.76792
N 0.04526 2.05152 0.29468
H -1.78145 0.45601 -4.36030
N 1.58146 2.03610 1.89637
H 1.96667 1.74012 2.76475
H 1.35314 -4.77109 2.13009
H 0.30081 3.00021 0.12095
N 0.15279 0.17953 1.77488
C -1.18772 2.64248 -1.68784
H 0.94933 1.00971 -1.90197
C 1.09744 -2.66785 1.45095
H 0.39574 -2.84585 0.61413
H 2.77446 -3.59220 2.37209
C -0.81506 -0.02619 -2.60042
H -0.52919 -0.27084 1.14489
H -0.18825 -0.77359 -3.12421
H 1.85496 -1.97540 1.04092
H -0.27244 1.37762 -4.05352
H 1.51581 -2.62719 4.15901
C 1.67859 -3.75827 2.30597
C -1.96235 2.19182 -2.91274
C 0.61937 1.43494 1.35706
H -2.00327 3.01813 -3.62939
H -2.97923 1.76937 -2.72717
H 0.61094 -0.19891 3.67540
H -0.26746 3.21458 -2.07928
N 0.82672 -0.58449 2.76567
H -1.81805 3.36701 -1.17493
H 0.12433 -3.61393 3.90576
C 0.86928 -3.00618 3.40445
N 0.43474 -1.95573 2.57947
*
```

Computed properties:
Relative energy (zero: lowest compared OMol25 entry of this formula, charge and spin) ... 31.4 kcal/mol
Kohn-Sham gap ... 8.38 eV
Electronic energy ... -18156.827 eV
Lowest unoccupied orbital energy ... 0.863 eV


# C10H21NO7PtS

A molecular structure, C10H21NO7PtS (ωB97M-V/def2-TZVPD, OMol25).

ORCA input file:
```
! RIJCOSX wB97M-V def2-TZVPD def2/J DEFGRID3
* xyz 2 5
H -4.59351 -1.20048 0.68256
O 2.18452 0.72215 -0.94546
H 1.40937 2.55605 4.46399
H 0.46637 1.66602 2.34670
H -0.15055 0.35143 -4.31665
H 2.32387 -0.32339 -5.41109
C 2.49499 1.24443 -1.99148
C 1.10947 1.50891 4.39367
H 2.00730 0.93821 4.15972
C -3.84048 -0.90476 -0.04641
C 1.74823 0.10888 -3.41450
C 0.42652 0.80801 -3.50700
N 1.27345 -3.65098 0.61970
O 1.63403 -1.13275 -2.81274
C 0.04726 1.37892 3.31333
C -2.72249 0.59828 1.63169
O -0.40718 -0.07066 0.61983
H -3.42459 0.25891 2.39315
H -3.04007 -1.64993 -0.00838
H -0.79022 2.04353 3.53690
H 3.67198 -0.29370 -4.26786
O 3.02281 2.14552 -2.50743
C -0.42843 -0.07195 3.28796
S -1.27501 -0.55768 1.74050
C -3.29301 0.48085 0.23847
H 2.30650 -1.75547 -3.13732
H 0.72589 1.19755 5.36319
O 0.76943 -2.64465 1.22010
C 2.72773 0.18489 -4.52989
H -4.09496 1.22021 0.11351
Pt 1.24276 -1.20919 -0.44571
H -4.29542 -0.94691 -1.03189
H -2.37477 1.60716 1.84977
H -1.11912 -0.29383 4.10126
O 1.33193 -4.71488 1.09800
O 1.67970 -3.35933 -0.53889
H -2.51639 0.74496 -0.48734
H -0.13343 0.68070 -2.57644
H 0.54355 1.86395 -3.73853
H 2.92667 1.21694 -4.81582
H 0.42532 -0.74594 3.35682
*
```

Computed properties:
Relative energy (zero: lowest compared OMol25 entry of this formula, charge and spin) ... 0.0 kcal/mol
Kohn-Sham gap (alpha / beta) ... 9.08 / 5.97 eV
Electronic energy ... -40589.062 eV
Lowest unoccupied orbital energy (alpha / beta) ... -6.648 / -11.488 eV


# C10H21NOP

A molecular structure, C10H21NOP (ωB97M-V/def2-TZVPD, OMol25).

ORCA input file:
```
! RIJCOSX wB97M-V def2-TZVPD def2/J DEFGRID3
* xyz 1 1
H 1.40044 -0.31745 -0.70662
H 1.90312 -2.05601 -0.22470
H -1.51636 0.16368 2.93279
O 1.70903 1.85586 -0.64869
H 3.66223 1.26068 -0.10198
H -2.27326 -0.89490 -1.17126
C -0.20903 -2.78156 0.61134
C -5.02996 -0.38663 0.60876
H -2.82818 -1.83190 0.24577
H 0.84879 -1.73805 -1.72255
H -1.18080 -3.01319 0.97826
H 0.28032 -3.77479 0.50417
H -5.91787 0.31495 0.70562
C 2.64792 1.41294 0.20502
P -0.88322 -0.10734 0.64985
H 3.47381 1.49190 -2.22732
C 2.64065 1.91445 -2.76037
H -3.70679 1.04667 0.06140
H 2.73399 3.49467 -1.22222
H 1.17605 0.72214 1.68971
C -3.80739 0.04913 0.28287
C 2.26455 0.72885 1.25754
N -0.01034 -1.65014 0.09174
H 3.15081 0.44807 2.22639
C 1.12935 -1.37084 -0.76183
C 2.07703 2.77306 -1.70992
H 1.96216 1.10001 -3.04263
H 1.12581 3.27475 -1.89231
C -2.55853 -0.82213 -0.01555
H -1.15772 -1.50857 2.84777
C -0.87232 -0.50636 2.44163
H 3.03053 2.35055 -3.62753
H 0.02525 -0.25453 2.96651
H -5.29007 -1.38797 0.52835
*
```

Computed properties:
Relative energy (zero: lowest compared OMol25 entry of this formula, charge and spin) ... 62.1 kcal/mol
Kohn-Sham gap ... 7.61 eV
Electronic energy ... -23525.081 eV
Lowest unoccupied orbital energy ... -4.513 eV


- The lowest electronic energy belongs to which entry?
  C10H21NO7PtS


- The lowest relative energy (zero: lowest compared OMol25 entry of this formula, charge and spin) belongs to which entry?
  C10H21NO7PtS